Formula: C4H8O2
Source: OMol25
Level of theory: ωB97M-V with the def2-TZVPD basis set

XYZ file:
```
14
Properties=species:S:1:pos:R:3:lowdin_charge:R:1
O 1.56 -0.20 0.31 -0.11
C 1.22 -0.09 -1.24 -0.06
C -0.08 0.33 0.38 -0.47
O 0.05 1.22 1.41 0.07
C -1.10 -0.74 0.39 -0.06
C -1.34 0.55 -0.39 -0.06
H 1.46 -1.15 0.50 0.11
H 1.86 -0.85 -1.71 0.02
H 1.69 0.88 -1.45 0.03
H 0.58 0.81 2.11 0.12
H -1.66 -0.89 1.32 0.11
H -0.92 -1.63 -0.20 0.11
H -1.31 0.49 -1.47 0.10
H -2.03 1.27 0.05 0.11
```

Computed properties:
orbital gap	0.278	Ha
relative energy (zero: lowest compared OMol25 entry of this formula, charge and spin)	7.4274	eV
HOMO level	-7.06	eV